(1)
{
  "formula": "C30H54F10N8O13",
  "method": "ωB97M-V with the def2-TZVPD basis set",
  "species": ["N", "C", "O", "C", "C", "C", "C", "C", "O", "C", "O", "C", "C", "O", "C", "C", "F", "F", "C", "F", "F", "C", "F", "F", "C", "F", "F", "C", "O", "C", "N", "C", "O", "F", "C", "O", "F", "H", "H", "H", "H", "H", "H", "H", "H", "H", "H", "H", "H", "H", "H", "H", "H", "H", "H", "H", "H", "H", "H", "H", "H", "C", "C", "N", "O", "H", "H", "H", "H", "H", "C", "C", "N", "O", "H", "H", "H", "H", "H", "C", "C", "N", "O", "H", "H", "H", "H", "H", "C", "C", "N", "O", "H", "H", "H", "H", "H", "C", "C", "N", "O", "H", "H", "H", "H", "H", "C", "C", "N", "O", "H", "H", "H", "H", "H"],
  "positions_angstrom": [[1.737, 3.606, -1.850], [0.838, 4.291, -2.882], [0.017, 3.381, -3.681], [-0.884, 2.540, -2.891], [-1.463, 3.199, -1.511], [-2.395, 4.563, -1.755], [-3.438, 4.590, -0.448], [-4.787, 3.682, -0.677], [-5.883, 4.327, 0.114], [-5.728, 3.964, 1.547], [-5.464, 4.887, 2.512], [-2.145, 2.162, -3.925], [-3.161, 1.025, -3.337], [-2.980, -0.330, -3.899], [-3.789, -1.190, -2.974], [-4.005, -2.724, -3.546], [-2.814, -3.138, -4.325], [-5.165, -2.627, -4.511], [-4.483, -3.793, -2.393], [-5.283, -4.880, -3.072], [-5.461, -3.078, -1.509], [-3.267, -4.517, -1.569], [-3.930, -5.519, -0.652], [-2.323, -5.303, -2.400], [-2.410, -3.518, -0.580], [-1.309, -4.240, 0.138], [-3.262, -2.798, 0.427], [-0.122, 1.072, -2.641], [-0.203, 0.605, -1.249], [1.119, 0.291, -0.683], [1.081, -0.834, 0.371], [2.470, -1.057, 0.957], [2.869, -0.391, 2.070], [3.503, -1.972, 0.356], [0.124, -0.505, 1.495], [-0.276, -1.551, 2.265], [-0.394, 0.841, 1.835], [2.740, 3.596, -2.163], [1.744, 4.179, -0.964], [1.599, 4.807, -3.646], [0.238, 5.210, -2.412], [-2.204, 2.435, -0.969], [-0.628, 3.419, -0.685], [-1.785, 5.559, -1.682], [-3.085, 4.488, -2.697], [-2.826, 4.124, 0.444], [-3.693, 5.701, -0.117], [-5.089, 3.528, -1.805], [-4.651, 2.609, -0.193], [-5.863, 2.858, 1.939], [-1.604, 1.670, -4.868], [-2.687, 3.119, -4.343], [-4.262, 1.359, -3.654], [-3.184, 0.912, -2.175], [-3.344, -1.243, -1.893], [-4.850, -0.648, -2.911], [-1.862, -2.727, -1.277], [1.017, 1.284, -2.932], [-0.483, 0.243, -3.400], [1.920, -0.061, -1.475], [1.615, 1.215, -0.113], [3.137, 1.022, -6.420], [2.175, 1.925, -5.703], [1.308, 2.619, -6.491], [2.153, 2.047, -4.484], [2.983, -0.005, -6.078], [4.159, 1.337, -6.191], [2.994, 1.056, -7.503], [1.288, 2.552, -7.498], [0.650, 3.234, -6.031], [2.837, -3.302, 5.023], [1.875, -2.399, 5.740], [1.008, -1.706, 4.952], [1.853, -2.277, 6.959], [2.683, -4.329, 5.364], [3.859, -2.988, 5.251], [2.694, -3.268, 3.939], [0.988, -1.773, 3.944], [0.350, -1.090, 5.412], [2.622, -6.461, 7.599], [2.746, -7.766, 6.867], [2.509, -8.886, 7.603], [3.041, -7.842, 5.680], [1.848, -5.855, 7.120], [3.580, -5.935, 7.555], [2.352, -6.608, 8.648], [2.263, -8.874, 8.582], [2.586, -9.778, 7.131], [-0.997, -3.990, 9.837], [-2.176, -3.276, 9.241], [-1.926, -2.545, 8.121], [-3.304, -3.333, 9.718], [-1.199, -5.064, 9.847], [-0.844, -3.634, 10.859], [-0.083, -3.812, 9.264], [-1.016, -2.467, 7.691], [-2.706, -2.054, 7.701], [7.511, 0.425, 4.303], [6.396, 0.703, 3.337], [5.255, -0.016, 3.522], [6.485, 1.522, 2.430], [7.760, 1.347, 4.835], [8.385, 0.074, 3.747], [7.233, -0.338, 5.035], [5.134, -0.701, 4.254], [4.489, 0.154, 2.883], [1.421, 6.427, -9.217], [1.051, 4.973, -9.288], [-0.187, 4.697, -9.782], [1.802, 4.073, -8.929], [2.311, 6.599, -9.828], [1.632, 6.691, -8.177], [0.615, 7.069, -9.584], [-0.840, 5.403, -10.090], [-0.459, 3.724, -9.840]],
  "forces_ev_per_angstrom": [[-0.182, 1.524, 0.172], [2.050, 1.580, -0.731], [-0.730, 0.781, 2.571], [-1.260, -1.514, -0.029], [-0.642, 0.282, 0.293], [-0.814, -0.579, 1.752], [0.867, -0.037, -0.035], [0.802, -0.494, 0.883], [1.345, -1.718, 2.880], [1.266, 5.285, 4.180], [-1.930, -6.043, -6.972], [1.357, -0.721, -0.643], [-1.491, 1.145, -0.194], [-1.008, -0.459, 2.431], [-0.694, 0.287, -0.467], [-0.684, 1.594, -2.478], [-3.633, 0.753, 2.575], [3.457, -0.588, 2.635], [-2.515, -1.131, -1.255], [2.757, 3.413, 2.302], [3.463, -2.272, -2.576], [-0.076, -3.145, 2.568], [1.850, 2.936, -2.907], [-3.214, 2.935, 2.354], [1.593, 0.771, 0.859], [-3.866, 1.959, -2.133], [2.517, -2.555, -3.247], [1.840, 0.834, -1.377], [2.255, -0.913, 0.463], [1.816, 1.490, -0.634], [0.367, 1.597, 1.468], [3.287, 3.140, 5.807], [-3.310, -5.005, -8.029], [-4.466, 3.140, 1.385], [-2.209, -5.647, 5.329], [2.613, 7.856, -5.377], [2.108, -4.255, -1.938], [-1.554, -0.076, 0.067], [-0.173, -0.838, -1.356], [-2.050, -1.256, 1.235], [0.975, -2.417, -0.817], [1.793, 1.396, -1.425], [-1.732, -0.473, -2.060], [-1.101, -2.002, -0.569], [1.707, 0.305, 1.559], [-1.319, 0.950, -1.558], [0.170, -2.480, -0.920], [0.322, 0.709, 2.375], [-0.048, 1.994, -1.217], [0.247, 1.971, -1.490], [-1.191, 1.032, 1.952], [0.915, -1.980, 1.132], [2.158, -0.630, 0.738], [0.431, 0.577, -1.986], [-0.598, 0.193, -1.985], [2.042, -1.694, 0.014], [-1.167, -1.533, 1.839], [-2.636, -0.405, 0.709], [0.300, 1.589, 1.782], [-1.886, 0.627, 1.334], [-1.446, -1.598, -1.437], [0.082, -0.135, -0.343], [-0.619, 0.499, -0.003], [-0.090, -0.280, 0.311], [0.777, -0.312, -0.375], [0.126, 0.151, 0.041], [-0.151, -0.134, 0.054], [0.061, -0.011, 0.143], [0.283, 0.188, 0.198], [0.155, -0.158, 0.012], [0.070, -0.081, -0.314], [-0.463, 0.493, 0.283], [0.066, 0.002, 0.142], [0.008, -0.242, -0.319], [0.162, 0.150, -0.021], [-0.128, -0.164, 0.076], [0.055, -0.054, 0.130], [-0.049, -0.057, 0.310], [0.188, -0.136, -0.193], [-0.062, 0.127, 0.304], [0.168, -0.404, -0.753], [-0.038, -0.328, 0.121], [-0.172, 0.216, 0.714], [0.189, -0.016, 0.044], [-0.197, 0.001, -0.077], [0.029, 0.104, -0.122], [0.087, 0.102, -0.343], [-0.027, 0.252, 0.137], [0.415, -0.076, -0.053], [-0.868, 0.221, -0.007], [-0.026, 0.177, -0.278], [0.702, -0.060, -0.164], [-0.034, 0.168, 0.125], [-0.095, -0.152, -0.117], [-0.067, -0.024, 0.096], [-0.105, -0.083, 0.228], [0.213, -0.161, 0.144], [0.156, -0.174, 0.272], [-0.458, 0.212, -0.485], [0.057, 0.125, -0.005], [0.098, -0.361, 0.479], [0.063, -0.125, -0.160], [-0.079, 0.174, 0.094], [0.085, 0.101, -0.064], [0.143, 0.268, -0.205], [0.301, -0.175, 0.276], [-0.099, 0.293, -0.070], [0.029, -0.577, -0.024], [-0.185, -0.160, -0.001], [-0.304, 0.461, -0.208], [-0.065, -0.038, 0.206], [0.099, -0.062, -0.182], [0.141, -0.045, 0.058], [0.288, -0.164, 0.125], [0.045, 0.276, -0.040]],
  "gap_ev": 7.75,
  "charge": 0
}

=====

(2)
{
  "formula": "C30H54INO16P3S",
  "method": "ωB97M-V with the def2-TZVPD basis set",
  "species": ["C", "C", "C", "C", "C", "C", "C", "C", "O", "O", "S", "C", "O", "O", "C", "C", "N", "C", "C", "C", "C", "C", "C", "C", "C", "C", "C", "I", "H", "H", "H", "H", "H", "H", "H", "H", "H", "H", "H", "H", "H", "H", "H", "H", "H", "H", "H", "H", "H", "H", "H", "H", "H", "H", "H", "C", "O", "P", "O", "O", "C", "O", "C", "H", "H", "H", "H", "H", "H", "H", "H", "H", "C", "O", "P", "O", "O", "C", "O", "C", "H", "H", "H", "H", "H", "H", "H", "H", "H", "C", "O", "P", "O", "O", "C", "O", "C", "H", "H", "H", "H", "H", "H", "H", "H", "H"],
  "positions_angstrom": [[-0.332, 2.420, 3.247], [0.175, 3.333, 1.981], [-1.007, 3.790, 0.941], [-1.186, 2.776, -0.363], [-2.389, 3.292, -1.405], [0.246, 2.480, -1.151], [0.929, 3.589, -2.165], [0.283, 5.093, -2.481], [0.043, 5.330, -3.801], [0.028, 6.128, -1.468], [-0.846, 7.452, -2.090], [-2.524, 7.011, -2.826], [-1.143, 8.391, -0.857], [0.052, 8.306, -3.041], [2.344, 3.265, -2.995], [3.033, 1.806, -2.705], [2.421, 0.784, -1.724], [3.240, -0.503, -1.558], [3.953, -0.998, -0.168], [4.832, -2.403, -0.073], [5.000, -3.277, -1.472], [4.327, -2.783, -2.902], [3.414, -1.397, -2.961], [1.100, 1.051, -0.987], [0.471, -0.078, 0.021], [-0.849, -0.871, -0.602], [-1.041, -0.675, -2.218], [-2.746, -1.970, -2.849], [-0.770, 3.094, 4.124], [-1.081, 1.565, 2.967], [0.644, 1.916, 3.706], [0.610, 4.340, 2.451], [1.087, 2.787, 1.493], [-0.895, 4.918, 0.650], [-2.032, 3.713, 1.548], [-1.620, 1.764, 0.098], [-2.110, 3.122, -2.534], [-3.434, 2.797, -1.108], [-2.526, 4.450, -1.192], [-2.471, 5.842, -3.062], [-3.388, 7.297, -2.091], [-2.635, 7.523, -3.898], [2.825, 4.037, -3.751], [4.042, 1.574, -3.298], [3.783, -0.310, 0.789], [5.337, -2.797, 0.915], [5.606, -4.293, -1.509], [4.481, -3.398, -3.902], [2.932, -1.038, -3.993], [0.050, 0.520, 0.965], [1.238, -0.850, 0.450], [-1.812, -0.573, 0.037], [-0.657, -2.022, -0.364], [-1.335, 0.444, -2.399], [-0.046, -1.012, -2.741], [2.836, 8.508, -3.257], [3.704, 8.863, -4.320], [5.114, 9.754, -3.859], [4.205, 10.882, -3.343], [5.483, 10.015, -5.444], [4.470, 10.430, -6.343], [6.523, 10.644, -3.397], [6.519, 12.057, -3.514], [2.253, 7.634, -3.561], [3.406, 8.260, -2.357], [2.147, 9.329, -3.049], [3.692, 11.014, -5.844], [4.027, 9.552, -6.818], [4.925, 11.049, -7.119], [6.013, 12.501, -2.649], [6.043, 12.381, -4.442], [7.555, 12.404, -3.515], [-4.578, -5.051, -0.945], [-4.417, -6.270, -0.241], [-3.849, -6.116, 1.386], [-2.552, -5.487, 0.850], [-3.673, -7.752, 1.493], [-3.052, -8.463, 0.437], [-3.280, -5.961, 3.012], [-1.899, -6.134, 3.282], [-5.307, -5.205, -1.746], [-4.942, -4.263, -0.280], [-3.628, -4.752, -1.394], [-2.314, -7.853, -0.091], [-3.815, -8.810, -0.262], [-2.544, -9.334, 0.856], [-1.357, -5.209, 3.055], [-1.481, -6.969, 2.718], [-1.782, -6.341, 4.349], [-4.438, -8.703, 4.596], [-4.277, -9.922, 5.300], [-3.709, -9.768, 6.927], [-2.412, -9.140, 6.391], [-3.533, -11.405, 7.034], [-2.912, -12.115, 5.978], [-3.140, -9.614, 8.553], [-1.759, -9.786, 8.823], [-5.167, -8.858, 3.795], [-4.802, -7.916, 5.261], [-3.488, -8.404, 4.147], [-2.174, -11.505, 5.450], [-3.675, -12.463, 5.279], [-2.404, -12.987, 6.397], [-1.217, -8.861, 8.596], [-1.341, -10.622, 8.259], [-1.642, -9.994, 9.890]],
  "forces_ev_per_angstrom": [[0.952, 0.143, 0.590], [0.123, 0.775, 0.873], [-0.477, -0.450, 0.530], [-0.389, -0.676, 0.234], [0.094, 0.774, 0.802], [3.457, 0.120, -2.219], [1.538, -2.288, 0.917], [-0.868, 0.910, -6.498], [1.399, -1.494, 8.927], [-0.190, -3.033, -2.887], [1.447, 10.009, 1.252], [-0.395, -1.933, -1.522], [0.660, -5.002, -3.944], [-3.523, -4.624, 2.644], [-1.763, -3.640, 3.069], [-2.844, 2.817, 0.497], [-0.910, 2.755, -0.472], [2.110, -3.992, -0.811], [-0.004, -1.493, -2.428], [-1.928, 1.158, -4.615], [-2.020, 3.137, -0.379], [-0.826, 2.614, 3.362], [2.042, -1.375, 3.371], [0.302, 1.797, -0.957], [-0.428, 0.868, 0.577], [0.075, -1.028, 0.315], [0.540, 0.528, 1.695], [1.220, 0.953, 0.280], [0.698, -1.502, -2.098], [1.319, 1.693, 0.445], [-2.167, 0.953, -0.931], [-0.857, -2.257, -1.063], [-1.822, 1.074, 0.533], [-0.053, -2.264, 0.227], [2.123, 0.161, -1.433], [1.467, 2.007, -1.167], [-0.681, 0.218, 2.261], [2.506, 0.920, -0.822], [0.301, -2.344, -0.645], [-0.332, 2.565, 0.662], [2.094, -0.489, -1.235], [0.645, -0.803, 2.648], [-1.166, -1.845, 1.815], [-2.515, 0.084, 1.835], [0.522, -1.739, -2.277], [-1.265, 1.134, -2.214], [-1.395, 2.467, 0.287], [-0.365, 1.414, 2.471], [1.130, -0.841, 2.631], [1.194, -1.077, -2.105], [-1.221, 1.680, -1.275], [2.073, -0.521, -1.711], [-0.509, 2.485, -0.639], [0.629, -2.307, -0.082], [-2.165, 0.735, 0.750], [-0.458, -0.173, 0.208], [2.833, -2.206, 0.703], [-3.767, 8.557, -3.213], [0.448, -1.243, 1.008], [0.770, -0.728, 1.052], [-0.623, -0.337, -0.541], [1.341, -3.861, 0.435], [-0.565, 0.592, 0.184], [0.189, 0.142, -0.051], [-0.217, 0.085, 0.063], [0.279, -0.138, 0.012], [0.101, -0.133, 0.134], [-0.118, 0.162, -0.011], [0.231, -0.113, 0.191], [-0.048, -0.088, -0.315], [-0.055, -0.042, 0.085], [0.062, -0.428, -0.018], [-0.134, 0.304, -0.575], [-2.680, 0.358, 2.331], [9.092, -2.928, -2.512], [-1.213, 1.055, 0.324], [-0.867, 1.045, 0.812], [-0.209, -0.467, -0.829], [-4.111, 0.364, 0.535], [0.718, 0.232, -0.315], [-0.016, -0.054, 0.200], [0.111, 0.062, -0.267], [-0.034, -0.006, 0.235], [-0.150, 0.124, 0.103], [0.191, 0.008, -0.064], [-0.164, 0.150, 0.243], [-0.075, -0.279, -0.136], [-0.026, 0.088, -0.043], [-0.438, -0.047, -0.028], [-0.059, 0.385, -0.591], [-2.699, 0.276, 2.414], [9.078, -2.894, -2.514], [-1.209, 1.011, 0.334], [-0.825, 0.950, 0.781], [-0.237, -0.404, -0.761], [-4.015, 0.348, 0.552], [0.624, 0.254, -0.395], [0.032, -0.046, 0.173], [0.127, 0.067, -0.260], [-0.144, -0.005, 0.202], [-0.145, 0.125, 0.096], [0.184, 0.005, -0.074], [-0.160, 0.147, 0.235], [-0.069, -0.288, -0.123], [-0.027, 0.092, -0.047], [-0.431, -0.011, -0.034]],
  "gap_ev": 5.35,
  "charge": 1
}

=====

Number 1: total energy -3589.90825 Ha. Number 2: total energy -4152.66988 Ha.